[1]
Molecular formula: C55H43Cl4MgNO2P2S
Method: DFT, ωB97M-V/def2-TZVPD

Geometry as XYZ:
```
109
Properties=species:S:1:pos:R:3:lowdin_charge:R:1
Mg 0.4194 0.7943 -0.5566 0.4050
Cl -3.0156 2.6174 1.4413 0.4380
C -2.7403 3.8158 0.0614 -0.9862
Cl -4.1216 4.1539 -0.9913 0.5007
H -1.8596 3.4067 -0.5098 -0.0217
H -2.4466 4.7199 0.6122 0.0114
O 0.4482 -2.8668 -0.9265 -0.0724
C 0.7412 -3.1840 -2.2599 -0.2677
C 1.4105 -4.2823 -2.6720 -0.0199
C 1.5204 -4.5469 -4.0506 -0.0539
C 0.8548 -3.7395 -4.9554 -0.0831
C 0.2096 -2.5852 -4.5713 -0.0531
C 0.1720 -2.2955 -3.2007 -0.2446
P -0.6999 -0.8192 -2.5168 1.1151
C -1.3373 -0.0446 -4.0834 -0.3176
C -2.6691 -0.0467 -4.5332 -0.0350
C -2.9387 0.5812 -5.7712 -0.0709
C -1.9412 1.1340 -6.5459 -0.0630
C -0.6080 1.0818 -6.0769 -0.0672
C -0.3101 0.5013 -4.8741 -0.1238
C -2.2678 -1.5205 -1.9213 -0.3937
C -3.0261 -0.6884 -1.1557 -0.1154
C -4.3046 -1.0364 -0.6698 -0.0397
C -4.8457 -2.2916 -1.0289 -0.0574
C -4.0471 -3.1774 -1.7584 -0.0564
C -2.7886 -2.7698 -2.1951 -0.0805
C -0.4132 -3.6040 -0.1759 -0.2897
C -0.9030 -4.8380 -0.5790 -0.0289
C -1.7012 -5.5379 0.2916 -0.0588
C -2.0249 -4.9856 1.5537 -0.0846
C -1.6634 -3.7224 1.8864 -0.0980
C -0.8059 -3.0219 1.0346 -0.2399
P 0.1547 -1.4508 1.4443 1.1554
C -0.5622 -0.8239 3.0539 -0.3218
C -1.9386 -0.7874 3.3520 -0.0925
C -2.3978 -0.1813 4.5304 -0.0762
C -1.4896 0.2824 5.4692 -0.0946
C -0.1197 0.0343 5.2677 -0.1036
C 0.3425 -0.5532 4.1103 -0.1048
C 1.6129 -2.3538 2.0749 -0.3658
C 2.9026 -2.1857 1.5236 -0.0925
C 4.0072 -2.7455 2.0740 -0.0929
C 3.9058 -3.6016 3.1575 -0.0783
C 2.6438 -3.9004 3.6303 -0.0706
C 1.5235 -3.2813 3.0912 -0.1038
H 1.7407 -5.0051 -1.9450 0.1244
H 2.0186 -5.4261 -4.4005 0.0995
H 0.8289 -4.0378 -6.0221 0.1188
H -0.3382 -1.9614 -5.2696 0.1065
H -3.4619 -0.3937 -3.9740 0.0745
H -3.9132 0.6391 -6.1232 0.0782
H -2.0805 1.4896 -7.5724 0.1080
H 0.1799 1.4690 -6.6843 0.0964
H 0.7232 0.4735 -4.4640 0.1047
H -2.6466 0.2740 -0.8981 0.0803
H -4.7945 -0.2918 -0.0908 0.0903
H -5.7784 -2.5451 -0.6087 0.0846
H -4.4071 -4.1463 -1.9598 0.0912
H -2.2379 -3.4882 -2.7225 0.0911
H -0.6321 -5.3557 -1.4913 0.1184
H -2.0278 -6.5351 -0.0478 0.1171
H -2.7258 -5.5577 2.1528 0.1044
H -2.0181 -3.3290 2.8213 0.0974
H -2.6533 -1.1794 2.6934 0.0807
H -3.4767 -0.0226 4.7244 0.1171
H -1.7462 0.8052 6.3918 0.1050
H 0.5470 0.4197 6.0374 0.1091
H 1.4353 -0.7449 3.9776 0.1200
H 3.0257 -1.4688 0.7503 0.0886
H 4.9772 -2.5734 1.6232 0.1118
H 4.7402 -4.1439 3.5042 0.0921
H 2.4962 -4.6819 4.4407 0.1300
H 0.5259 -3.5152 3.4605 0.1103
O 0.8933 1.5611 1.2890 -0.6312
S 1.3903 3.0020 1.3026 1.0813
C 0.4010 3.8875 2.4687 -0.4198
C 0.2412 5.2132 2.1599 -0.1004
C -0.4609 6.0182 3.0430 -0.0643
C -0.9621 5.4334 4.1835 -0.0714
C -0.6587 4.1172 4.5113 -0.0749
C -0.0072 3.2963 3.6532 -0.0730
C 2.8594 2.8121 2.3850 -0.2977
C 3.2315 3.8071 3.3165 -0.0683
C 4.3182 3.5407 4.0826 -0.0859
C 4.8926 2.3030 4.0145 -0.1132
C 4.5231 1.3324 3.1706 -0.0778
C 3.4371 1.5429 2.3399 -0.0595
H 0.5043 5.5388 1.1880 0.1089
H -0.7373 7.0627 2.7946 0.1253
H -1.5535 5.9962 4.9112 0.1132
H -1.0732 3.6013 5.4191 0.1258
H 0.2647 2.2670 3.8598 0.1060
H 2.7028 4.7601 3.2517 0.1158
H 4.7156 4.3827 4.7373 0.1392
H 5.7443 2.0917 4.6376 0.1093
H 4.9503 0.3360 3.2129 0.1118
H 3.0465 0.8630 1.6042 0.0838
Cl 2.7062 0.8349 -2.1558 0.5858
C 1.9937 2.1748 -3.1630 -0.5442
C 2.5605 2.4860 -4.3955 -0.2000
C 2.0458 3.4208 -5.2363 -0.1608
C 0.8775 4.0255 -4.7510 -0.1748
C 0.2860 3.7621 -3.5452 -0.5784
Cl -1.2549 4.5608 -3.1436 0.5948
C 0.7253 2.7089 -2.6311 -0.6071
N 0.0882 2.3595 -1.5719 -0.1460
H 3.3914 1.8068 -4.6867 0.1049
H 2.4666 3.6397 -6.2295 0.0975
H 0.2684 4.6330 -5.4114 0.0897
```

Calculated values
Relative energy (zero: lowest compared OMol25 entry of this formula, charge and spin): 48.1 kJ/mol
Calculated total energy: -5448.59319 hartree
Highest occupied orbital energy: -5.28 eV
Gap between HOMO and LUMO: 5.568 eV
Total charge: 0

[2]
Molecular formula: C24H57N7O10SZn
Method: DFT, ωB97M-V/def2-TZVPD

Geometry as XYZ:
```
100
Properties=species:S:1:pos:R:3:lowdin_charge:R:1
Zn 2.8058 1.5983 1.3750 0.7279
S 1.1285 0.5071 -0.1545 0.3256
O 0.0111 1.3434 -0.6216 -0.3318
O 2.5291 1.0010 -0.3805 -0.3767
O 1.2688 0.6239 1.2482 -0.3890
O 1.0149 -0.9352 -0.5176 -0.3347
C -1.6448 -5.5685 -4.8799 -0.0990
C -1.2613 -4.4962 -3.8917 -0.2543
N 0.1787 -4.1596 -3.7955 -0.1633
C 0.5450 -3.3811 -5.0285 -0.2132
C 2.0811 -3.3183 -5.4513 -0.0779
C 0.6022 -3.3959 -2.6643 -0.2914
C 0.9089 -4.3551 -1.5254 -0.0770
H -2.5444 -6.1400 -4.6515 0.0698
H -0.9868 -6.4126 -4.6737 0.0714
H -1.5434 -5.4491 -5.9586 0.0663
H -1.8712 -3.6084 -4.0586 0.1033
H -1.5267 -4.8222 -2.8860 0.1089
H 0.0795 -3.7826 -5.9287 0.0949
H 0.2051 -2.3463 -4.9882 0.0931
H 2.2721 -2.7048 -6.3318 0.0663
H 2.7853 -3.1769 -4.6313 0.0504
H 2.4302 -4.3329 -5.6432 0.0565
H -0.1636 -2.6820 -2.3609 0.0860
H 1.5031 -2.7930 -2.7782 0.1125
H 1.1676 -3.8022 -0.6224 0.0507
H 1.7924 -4.9462 -1.7667 0.0687
H 0.1009 -5.0529 -1.3054 0.0679
C -6.3548 3.4724 1.0988 -0.0058
C -5.1776 2.4961 1.4023 -0.5420
O -5.3932 1.5343 2.0905 0.0649
N -4.0526 2.6947 0.6715 -0.0165
C -3.0237 1.7378 0.6169 -0.0726
H -7.3017 3.2752 1.6012 0.0743
H -6.5884 3.4251 0.0352 0.0756
H -6.1458 4.4580 1.5148 0.0692
H -4.1237 3.4692 0.0272 0.1239
H -3.4501 0.7787 0.9108 0.0840
H -2.3454 2.0252 1.4203 0.0864
H -2.5140 1.7070 -0.3461 0.0598
C -2.4931 -1.9211 0.1416 0.0028
C -1.7656 -2.6004 1.2306 -0.5917
O -2.3812 -3.3915 1.9510 0.0077
N -0.5561 -2.1962 1.5025 0.0547
C 0.4115 -2.7572 2.5005 -0.0286
H -1.9950 -1.0411 -0.2653 0.0584
H -3.4574 -1.5286 0.4644 0.0840
H -2.6868 -2.5387 -0.7354 0.0857
H -0.1657 -1.5579 0.8241 0.0568
H -0.1005 -3.5757 3.0065 0.0802
H 0.6942 -2.1114 3.3318 0.0547
H 1.4045 -2.9900 2.1160 0.0665
C 1.2728 5.3741 2.2837 0.0267
C 1.0286 4.2350 1.2886 -0.5234
O 1.9560 3.4545 1.1419 0.0014
N -0.0580 4.0210 0.6616 0.0672
C -1.1726 4.8965 0.4071 -0.0289
H 1.9452 6.1013 1.8286 0.0902
H 1.9805 5.0397 3.0423 0.0721
H 0.4796 5.8578 2.8536 0.0804
H -0.2815 3.1227 0.2576 0.1063
H -2.1252 4.4135 0.6252 0.0676
H -1.0152 5.0244 -0.6638 0.0904
H -1.1311 5.8379 0.9550 0.0928
C 4.9748 -1.6635 0.1614 0.0250
C 4.5521 -1.1828 1.5373 -0.4812
O 4.1215 -0.0466 1.7172 0.0112
N 4.4753 -2.0744 2.5242 0.0294
C 3.7354 -1.9741 3.7921 -0.0410
H 4.9056 -0.9372 -0.6484 0.0932
H 4.1114 -2.1751 -0.2639 0.0855
H 5.7508 -2.4180 0.0320 0.0849
H 4.7705 -3.0283 2.3729 0.1405
H 4.4472 -1.5113 4.4757 0.0833
H 3.5545 -2.9714 4.1929 0.0908
H 2.8126 -1.4009 3.7028 0.0723
C 3.5280 2.7434 5.5985 0.0306
C 2.5087 2.3716 4.5544 -0.5081
O 2.7819 1.9207 3.4396 0.0082
N 1.2374 2.5314 4.9340 0.0518
C 0.0257 2.2344 4.1053 -0.0140
H 2.9592 3.0033 6.4912 0.0772
H 4.1672 3.5605 5.2641 0.0982
H 4.0868 1.8322 5.8120 0.0950
H 1.1552 2.7442 5.9178 0.1290
H -0.5718 3.0402 3.6787 0.0775
H -0.5662 1.6271 4.7901 0.0895
H 0.1352 1.5808 3.2399 0.0717
C -2.3377 3.3488 -2.8767 0.0100
C -1.6489 2.1767 -3.4748 -0.5718
O -1.0121 2.2332 -4.5208 0.0413
N -1.7601 0.9897 -2.8848 -0.0063
C -1.3216 -0.2136 -3.4598 -0.0890
H -1.9292 3.5496 -1.8863 0.0476
H -3.3902 3.0675 -2.9129 0.0930
H -2.1290 4.1444 -3.5919 0.0913
H -1.5462 1.0757 -1.9015 0.0678
H -1.1859 -0.1147 -4.5367 0.0913
H -2.0782 -0.9895 -3.3431 0.0732
H -0.5051 -0.7277 -2.9527 0.0642
```

Calculated values
Relative energy (zero: lowest compared OMol25 entry of this formula, charge and spin): 360.3 kJ/mol
Calculated total energy: -4261.88329 hartree
Highest occupied orbital energy: -7.89 eV
Gap between HOMO and LUMO: 7.696 eV
Total charge: 0

[3]
Molecular formula: C29H19CoF5NO2PS2
Method: DFT, ωB97M-V/def2-TZVPD

Geometry as XYZ:
```
60
Properties=species:S:1:pos:R:3:lowdin_charge:R:1
Co -0.3795 -0.0007 0.0104 0.2485
O -2.2952 -0.4044 -0.5301 -0.2268
N -2.9012 0.5271 -1.2598 -0.1919
C -4.2063 0.3186 -1.5507 -0.0213
C -4.9198 1.2025 -2.3069 -0.0615
C -4.2765 2.3480 -2.7841 -0.0704
C -2.9565 2.5516 -2.4747 -0.0914
C -2.2332 1.6345 -1.6915 -0.6353
S -0.5823 1.8796 -1.2746 0.6930
H -4.6116 -0.5896 -1.1317 0.1357
H -5.9614 1.0033 -2.5151 0.1072
H -4.8143 3.0674 -3.3879 0.1094
H -2.4229 3.4272 -2.8193 0.1055
F 5.4793 0.1739 3.6345 0.1162
C 4.1813 0.1438 3.3177 -0.1510
C 3.7782 0.2916 2.0076 -0.1618
F 4.6920 0.4571 1.0421 0.1094
C 2.4345 0.2595 1.6999 -0.2324
F 2.1106 0.4297 0.3999 0.0322
C 1.4346 0.0738 2.6457 -0.5180
S -0.2779 -0.0031 2.2770 0.6784
C 1.8847 -0.0682 3.9572 -0.2464
F 1.0033 -0.2569 4.9429 0.0821
C 3.2234 -0.0321 4.2961 -0.1461
F 3.6033 -0.1756 5.5687 0.1191
O 0.5206 -1.6023 -0.7738 -0.3729
P 1.1422 -2.8352 -1.3439 0.8232
C -0.0895 -4.0484 -1.8188 -0.2723
C -1.4318 -3.7611 -1.5868 -0.0472
C -2.4016 -4.6775 -1.9776 -0.0665
C -2.0329 -5.8650 -2.5910 -0.0757
C -0.6911 -6.1498 -2.8232 -0.0743
C 0.2818 -5.2413 -2.4418 -0.0806
C 2.0893 -2.4202 -2.8133 -0.2654
C 1.6921 -1.2923 -3.5324 -0.0530
C 2.3688 -0.9431 -4.6921 -0.0657
C 3.4373 -1.7135 -5.1312 -0.0754
C 3.8398 -2.8310 -4.4119 -0.0744
C 3.1688 -3.1856 -3.2505 -0.0807
C 2.2746 -3.5904 -0.1744 -0.2639
C 3.4275 -2.8699 0.1546 -0.0716
C 4.2775 -3.3404 1.1412 -0.0633
C 3.9809 -4.5277 1.8010 -0.0674
C 2.8341 -5.2404 1.4840 -0.0689
C 1.9748 -4.7722 0.4981 -0.0607
H -1.7100 -2.8253 -1.1103 0.0940
H -3.4474 -4.4598 -1.8020 0.1067
H -2.7926 -6.5745 -2.8943 0.1053
H -0.4078 -7.0777 -3.3031 0.1058
H 1.3284 -5.4582 -2.6281 0.1081
H 0.8713 -0.6857 -3.1656 0.1002
H 2.0669 -0.0644 -5.2474 0.1083
H 3.9665 -1.4363 -6.0345 0.1057
H 4.6831 -3.4190 -4.7504 0.1056
H 3.4960 -4.0453 -2.6759 0.1076
H 3.6438 -1.9366 -0.3552 0.1153
H 5.1667 -2.7804 1.4015 0.1108
H 4.6488 -4.8970 2.5691 0.1078
H 2.6016 -6.1563 2.0116 0.1068
H 1.0703 -5.3182 0.2592 0.1064
```

Calculated values
Multiplicity: 4
Calculated total energy: -4341.61576 hartree
Highest occupied orbital energy (alpha / beta): -7.42 / -7.52 eV
Gap between HOMO and LUMO (alpha / beta): 7.680 / 7.768 eV
Total charge: 0